No. 1
Formula: C3H10NO2
Source: the OMol25 dataset
Level of theory: the ωB97M-V functional and the def2-TZVPD basis

Structure (XYZ):
```
16
Properties=species:S:1:pos:R:3
C -0.21239 1.80271 -0.50815
N 0.76529 1.17695 0.42822
C 0.87158 -0.24270 0.29168
O 0.13952 -1.03703 1.08765
C -1.50791 1.01394 -0.72734
H -0.49668 2.76142 -0.07770
H 0.28541 2.06438 -1.44554
H 0.28261 1.36858 1.30415
H 1.93639 -0.53259 0.46709
H 0.75628 -0.55346 -0.76526
H -1.67036 0.43581 0.19305
H -1.46859 0.24186 -1.49500
H -2.36838 1.67358 -0.79009
H 0.59804 -4.07482 0.41865
H 0.83596 -2.60883 0.81776
O 1.25322 -3.48978 0.80081
```

Results
HOMO level (spin up / spin down) (eV): -9.902 / -9.878
Molar mass (Da): 92.12
LUMO energy (spin up / spin down) (eV): 0.90 / -2.17
Multiplicity: 2
Relative energy (zero: lowest compared OMol25 entry of this formula, charge and spin) (kcal/mol): 3.9

=====

No. 2
Formula: C6H10O
Source: the OMol25 dataset
Level of theory: the ωB97M-V functional and the def2-TZVPD basis

Structure (XYZ):
```
17
Properties=species:S:1:pos:R:3
C 1.73154 -0.24687 0.24515
C 0.79912 0.89830 0.58665
C 0.28193 1.73912 -0.54391
C -0.68193 0.90870 0.26695
C -1.36263 -0.29379 -0.28887
C -1.10699 -1.50520 0.20525
O -1.57832 -2.69752 -0.23797
H 1.47943 -0.69621 -0.72045
H 2.75709 0.13322 0.17480
H 1.72865 -1.04841 0.99310
H 1.06634 1.42293 1.50175
H 0.52482 1.39399 -1.54694
H 0.25425 2.81909 -0.43265
H -1.29053 1.50608 0.94737
H -2.09281 -0.16737 -1.09171
H -0.44101 -1.63869 1.05259
H -2.03968 -2.55063 -1.07428
```

Results
HOMO level (eV): -8.631
Molar mass (Da): 98.14
SMILES: C[C@H]1C[C@H]1/C=C/O
LUMO energy (eV): 0.95
Relative energy (zero: lowest compared OMol25 entry of this formula, charge and spin) (kcal/mol): 26.0

=====

No. 3
Formula: C4H10N2P
Source: the OMol25 dataset
Level of theory: the ωB97M-V functional and the def2-TZVPD basis

Structure (XYZ):
```
17
Properties=species:S:1:pos:R:3
C 1.56220 2.18272 1.90980
C 2.24959 1.42073 1.08223
C -0.95397 -1.10732 -0.80742
C -2.47244 -3.14234 -0.89894
N 1.73489 0.91541 -0.14238
N -1.62484 -2.04758 -0.84465
P 0.20723 1.29183 -0.61090
H 2.01590 2.60032 2.79011
H 0.51549 2.41256 1.74526
H 3.28504 1.16389 1.24795
H 2.08573 -0.00558 -0.40007
H -3.34640 -2.95277 -0.27208
H -1.94870 -4.02640 -0.53606
H -2.79015 -3.30158 -1.93070
H 0.27404 2.68220 -0.65678
H 0.05341 0.88488 -1.90111
H -0.84700 1.02902 0.22573
```

Results
HOMO level (eV): -13.450
Molar mass (Da): 117.11
Charge: +1
LUMO energy (eV): -3.23
Relative energy (zero: lowest compared OMol25 entry of this formula, charge and spin) (kcal/mol): 44.5

=====

No. 4
Formula: C18H31Cl10IN
Source: the OMol25 dataset
Level of theory: the ωB97M-V functional and the def2-TZVPD basis

Structure (XYZ):
```
61
Properties=species:S:1:pos:R:3
C -1.50889 -1.24648 5.07770
C -1.59428 -1.25350 3.54213
I -2.66940 0.39659 2.74384
C -2.15593 -2.57602 2.94745
C -1.04213 -3.40939 2.38548
C -0.51856 -4.52664 3.05135
C 0.52031 -5.22126 2.49817
N 1.03485 -4.83087 1.31864
C 0.56718 -3.76386 0.64169
C -0.46894 -3.04576 1.15690
H -1.92620 -2.16166 5.49640
H -0.46822 -1.19465 5.39613
H -2.03275 -0.40032 5.50967
H -0.58455 -1.12175 3.15772
H -2.68608 -3.13240 3.71786
H -2.85711 -2.37489 2.14122
H -0.92740 -4.83576 4.00247
H 0.95991 -6.08339 2.97783
H 1.80189 -5.35788 0.92232
H 1.04402 -3.50984 -0.29326
H -0.84916 -2.19117 0.61631
Cl -1.53355 2.31116 -1.51329
C -0.28447 2.55979 -0.26383
C 0.82083 1.54619 -0.36929
Cl 0.23355 -0.11231 -0.00930
H -0.77929 2.51608 0.70294
H 0.13027 3.55595 -0.40137
H 1.60991 1.78251 0.34162
H 1.24155 1.51183 -1.37026
Cl 3.67021 2.49892 1.58131
C 3.94838 1.07990 2.62525
C 5.17817 0.30826 2.22474
Cl 4.95398 -0.50695 0.65530
H 3.06063 0.45303 2.57222
H 4.05807 1.45426 3.64146
H 5.37694 -0.46669 2.96275
H 6.04809 0.95455 2.14901
Cl -3.45009 0.72381 -7.08243
C -2.35748 0.90675 -5.68180
C -2.12461 2.34588 -5.30919
Cl -1.17928 3.22266 -6.53889
H -1.42406 0.40609 -5.92752
H -2.82539 0.38764 -4.84568
H -1.55557 2.37840 -4.38281
H -3.06209 2.87748 -5.16900
Cl -1.32323 -4.10674 -6.44518
C -3.07923 -3.89696 -6.68136
C -3.58350 -2.62602 -6.05293
Cl -3.50119 -2.67602 -4.26575
H -3.57522 -4.77139 -6.26909
H -3.25672 -3.86176 -7.75441
H -4.62757 -2.47075 -6.31673
H -3.01372 -1.76432 -6.38041
Cl 1.60841 5.68700 1.16042
C 2.68300 5.91407 2.56968
C 2.96693 7.37114 2.82758
Cl 3.96449 8.09018 1.54092
H 3.59801 5.36065 2.37994
H 2.17626 5.47907 3.42933
H 3.52146 7.47008 3.75904
H 2.04853 7.94748 2.89899
```

Results
HOMO level (eV): -12.061
Molar mass (Da): 742.89
Charge: +1
LUMO energy (eV): -4.32